ORCA calculation (ωB97M-V with the def2-TZVPD basis set) on a cluster of 2 separate species, C4H9FSi in total at a distorted geometry.

```
15
Properties=species:S:1:pos:R:3:forces:R:3:mulliken_charge:R:1
C 0.304413 1.083380 0.275804 -0.2 0.2 -0.2 -0.7615
C -0.445774 0.314804 -0.457039 -0.4 -0.4 -0.4 0.8920
C -1.754289 0.789239 -1.067766 0.2 0.1 0.4 -1.1833
C -0.105962 -1.117885 -0.771070 0.2 0.0 0.1 -1.1398
F 4.059657 -1.244017 1.068404 0.1 -0.1 -0.1 -0.2599
Si 2.869451 -0.678220 2.000670 0.2 0.3 -1.3 0.4742
H 0.215260 2.096160 0.604663 0.1 0.4 0.2 0.3190
H -2.539417 0.061959 -0.868890 -0.1 -0.1 0.0 0.2979
H -2.049120 1.748933 -0.652607 -0.1 0.1 0.0 0.3586
H -1.643861 0.893356 -2.144230 0.0 0.0 -0.2 0.2963
H -0.707256 -1.788041 -0.151294 0.0 0.0 -0.1 0.2816
H 0.946955 -1.310737 -0.571661 0.0 -0.1 0.0 0.2639
H -0.325388 -1.339919 -1.815915 0.1 0.0 0.0 0.3316
H 3.519392 0.207433 2.934336 0.2 0.2 0.9 -0.0869
H 2.118603 -1.841651 2.408763 -0.3 -0.5 0.6 -0.0838
```
Positions in Å, forces in eV/Å.

The HOMO energy (spin up / spin down) comes out at -7.245 / -9.400 eV. The energy above the lowest of the compared OMol25 structures with the same formula, charge and spin is 18.15 kJ/mol. Its multiplicity is 3.

***

ORCA calculation (ωB97M-V with the def2-TZVPD basis set) on a structure of composition C32H44N4P2SiZn at a distorted geometry.

```
84
Properties=species:S:1:pos:R:3:forces:R:3:mulliken_charge:R:1
Zn -1.488685 1.459459 0.383555 -1.8 -0.9 1.2 -0.1610
C 1.864439 -2.638875 4.509794 -0.3 1.0 -0.1 -0.6880
C 1.710773 -1.393939 4.025517 -0.2 -0.3 0.5 -0.2681
C 1.834367 -0.928083 2.598521 0.0 0.3 -0.9 -0.9096
C 0.872703 -1.585031 1.558268 -0.3 0.9 0.7 1.1051
C 1.168717 -2.903961 0.939028 0.1 -0.3 -0.4 -0.4828
C 2.127165 -3.776662 1.233795 -0.3 0.1 0.2 -0.4928
C 3.055219 -3.614162 2.414489 0.5 -0.9 -0.3 -0.9305
C 2.349086 -3.840452 3.758197 -0.1 0.0 0.5 -0.5156
C -3.232219 1.093166 -0.695808 0.1 -0.2 0.6 -1.0392
H 1.576690 -2.852448 5.553212 0.3 0.3 -0.4 0.3774
H 1.418399 -0.564194 4.682077 -0.1 -0.7 0.1 0.3670
H 2.860667 -1.038847 2.232911 -0.2 0.4 0.0 0.3816
H 1.587939 0.155930 2.576356 0.2 -0.6 0.1 0.2347
H -0.114947 -1.598705 2.031653 -0.1 -0.3 0.1 0.2690
H 0.698137 -0.853754 0.748694 0.3 -0.1 -0.1 -0.5906
H 0.492258 -3.136350 0.125522 0.0 -0.2 -0.2 0.3179
H 2.193174 -4.739985 0.697579 -0.1 0.7 0.2 0.3380
H 3.650962 -2.690824 2.361402 -0.3 -0.4 0.3 0.3387
H 3.772367 -4.439002 2.321802 0.1 0.2 0.1 0.3733
H 1.465500 -4.487600 3.626114 0.4 -0.1 -0.1 0.3191
H 3.033043 -4.361940 4.450726 -0.2 0.0 -0.3 0.4387
H -3.837837 0.847694 0.215336 0.2 0.6 -0.7 0.3387
H -3.384514 0.212623 -1.368631 0.5 0.9 0.6 0.2942
H -3.552537 2.025028 -1.186289 -0.3 -0.4 0.2 0.3971
P -1.125143 -0.263521 -2.534561 0.9 -2.8 -5.3 0.3235
P 0.637729 2.580609 -1.388663 4.4 1.8 -3.0 -0.0785
N -0.551970 -1.911815 -2.948344 -0.1 -0.6 1.0 0.5362
N -2.051132 -0.206962 -4.176618 -0.9 1.1 1.2 0.3877
N 2.210106 1.782929 -1.448447 0.1 -0.9 0.7 0.6155
N 1.484120 4.165916 -2.051254 -1.8 0.4 1.0 0.2044
C 0.361100 0.532114 -3.278070 0.0 0.1 0.5 -1.2698
C 0.200035 2.049013 -3.091325 -0.9 -0.2 -0.2 -0.9953
C -1.152814 -3.032742 -2.360578 1.0 -0.3 -0.8 -0.7495
C -0.593550 -4.181569 -2.916980 -0.4 1.1 0.2 -0.6751
C 0.363378 -3.761222 -3.890173 -0.3 1.2 0.3 -0.7606
C 0.378037 -2.371891 -3.889004 -0.3 -0.5 0.4 -0.2685
C -3.282445 0.445249 -4.192628 0.1 -0.4 -1.0 -0.2420
C -3.828598 0.364725 -5.467647 0.7 -0.2 0.5 -0.6692
C -2.897188 -0.356116 -6.285639 0.9 0.1 1.5 -0.6214
C -1.797510 -0.675818 -5.470851 -0.9 0.4 0.0 -0.2906
C 2.936131 1.374124 -0.333162 1.1 -0.4 -0.8 -0.6159
C 4.146226 0.825254 -0.755996 -1.0 0.6 0.4 -0.7655
C 4.168881 0.875633 -2.174085 -1.4 0.7 -0.3 -0.9967
C 2.972575 1.449375 -2.578726 0.6 -0.5 0.7 -0.4060
C 2.533966 4.371903 -2.950380 -0.1 0.6 0.2 -0.2662
C 2.691575 5.737001 -3.174476 -0.9 -1.2 0.7 -0.5998
C 1.661746 6.397313 -2.435895 -0.4 -0.9 0.3 -0.6517
C 0.921827 5.414731 -1.775650 1.1 0.3 -0.6 -0.4072
H 0.570044 0.315823 -4.344394 -0.6 0.0 0.6 0.2390
H 1.200579 0.111686 -2.705213 -0.2 0.3 -0.2 1.0044
H 0.753093 2.611030 -3.860753 -0.1 -0.1 0.6 0.4881
H -0.859985 2.342365 -3.201807 0.2 -0.1 -0.3 0.6292
H -1.918467 -2.889374 -1.608880 0.1 -0.1 -0.1 0.3898
H -0.850156 -5.197862 -2.665750 0.0 0.0 0.0 0.4460
H 0.965034 -4.387896 -4.532257 0.0 0.0 0.1 0.4590
H 0.952683 -1.674820 -4.492971 -0.1 -0.4 0.3 0.3932
H -3.653528 0.922412 -3.296138 -0.1 -0.1 -0.2 0.1240
H -4.776754 0.781814 -5.778441 0.1 -0.1 0.1 0.4283
H -3.001912 -0.610306 -7.332879 0.1 0.0 0.2 0.4314
H -0.872204 -1.185211 -5.717853 -0.4 0.0 0.1 0.3208
H 2.536553 1.506926 0.651273 0.0 0.1 0.3 0.5312
H 4.940017 0.448665 -0.135665 -0.1 0.0 0.2 0.4634
H 4.946720 0.560857 -2.853476 0.0 -0.1 0.1 0.4743
H 2.560874 1.520369 -3.570717 0.3 0.2 0.1 0.6681
H 3.104099 3.559258 -3.363485 0.0 0.1 0.2 0.4125
H 3.461003 6.176096 -3.791276 -0.1 0.0 0.0 0.4495
H 1.489183 7.461675 -2.396587 -0.1 -0.1 0.1 0.4098
H 0.046896 5.487962 -1.145401 0.1 0.1 0.0 0.3499
C -4.354437 -0.587907 5.729601 -0.4 -0.5 -0.4 -1.0898
Si -2.808617 0.428990 5.327599 -0.4 0.2 1.3 0.3593
C -3.259851 1.945943 6.376997 0.0 0.5 -0.1 -1.0521
C -1.552635 -0.315148 6.508859 0.3 -0.1 -0.3 -0.9233
C -2.187836 0.720516 3.597523 0.6 1.0 -3.5 0.5328
C -1.858969 1.030017 2.408873 -0.1 -0.6 2.9 -0.0866
H -4.644552 -0.224575 6.730688 0.2 -0.2 -0.4 0.2628
H -4.147664 -1.660553 5.845754 -0.1 0.2 -0.3 0.3419
H -5.242693 -0.466612 5.094190 0.3 0.0 0.0 0.3213
H -3.908842 1.543748 7.176625 0.3 0.3 -0.3 0.2392
H -2.369786 2.341203 6.880361 -0.1 0.1 -0.2 0.3279
H -3.805388 2.777004 5.910056 0.2 -0.2 0.0 0.3163
H -1.002677 -1.175964 6.120287 0.0 0.0 0.1 0.1895
H -0.840851 0.462622 6.811950 0.0 -0.3 0.0 0.3407
H -2.116920 -0.634069 7.398634 0.2 0.1 -0.2 0.2582
```
Positions in Å, forces in eV/Å.

The HOMO energy comes out at -8.299 eV. The energy above the lowest of the compared OMol25 structures with the same formula, charge and spin is 4.68 kJ/mol.

***

ORCA calculation (ωB97M-V with the def2-TZVPD basis set) on a structure of composition C6H11BrClN2O2 at a distorted geometry.

```
23
Properties=species:S:1:pos:R:3:forces:R:3:mulliken_charge:R:1
C 0.018670 0.384551 -0.980529 -0.5 -0.4 -0.7 -1.0853
C 0.136096 -0.977815 -0.231022 0.2 -0.5 -3.4 1.3150
C -0.546198 1.474344 -0.128754 1.0 -2.5 1.8 1.1670
C 1.320260 -1.776926 -0.842657 0.1 0.5 -2.9 -1.6714
C -1.034957 -1.903512 -0.214705 -3.5 -0.2 1.7 -1.4830
C -0.073544 2.812651 -0.257933 2.7 1.8 3.8 -1.5156
N 0.308704 -0.570154 1.156326 1.2 1.7 2.2 0.9498
N 0.344636 0.706446 1.360058 -1.1 1.3 -2.3 -0.2828
O 0.418038 -1.316295 2.099431 -0.2 -1.0 0.4 -0.6717
O 0.115230 1.212825 2.590973 0.4 -1.1 -0.5 -0.3135
Cl -2.126600 1.283156 0.329289 -2.0 0.1 0.3 -0.0226
Br -0.838335 0.409303 -2.772511 0.4 -0.3 1.2 0.0239
H 1.026511 0.650372 -1.171463 0.9 0.5 -0.4 0.5980
H 1.713513 -2.240010 -0.029085 1.5 -2.0 2.2 0.5410
H 2.164184 -1.220279 -1.321212 -0.9 0.3 0.7 0.3539
H 1.094972 -2.555380 -1.674906 -0.4 1.4 1.8 0.3246
H -1.187115 -2.504195 -1.090100 0.3 0.2 -0.8 0.4399
H -2.008449 -1.301654 -0.039122 1.5 -1.2 -0.3 0.2688
H -1.006474 -2.683788 0.604159 0.4 1.1 -0.7 0.4072
H 0.932331 3.023114 0.273719 -0.8 -0.9 -2.0 0.3536
H -0.578488 3.514368 0.363442 -1.4 0.2 0.5 0.4969
H -0.239674 3.144010 -1.209360 0.3 0.9 -2.8 0.3995
H 0.046687 0.434868 3.185961 0.0 0.0 0.2 0.4068
```
Positions in Å, forces in eV/Å.

The charge is +1. The HOMO energy (spin up / spin down) comes out at -14.613 / -14.613 eV. The energy above the lowest of the compared OMol25 structures with the same formula, charge and spin is 37.95 kJ/mol.

***

ORCA calculation (ωB97M-V with the def2-TZVPD basis set) on a cluster of 3 separate species, CH6NO4 in total at a distorted geometry.

```
12
Properties=species:S:1:pos:R:3:forces:R:3:mulliken_charge:R:1
N -0.042228 2.824740 -0.201971 0.7 -0.1 2.7 -0.5859
C 0.456432 1.612392 0.609326 1.1 -0.6 -0.7 0.6647
O 1.174466 0.829392 -0.127019 -0.8 0.8 0.8 -0.8063
O 0.202584 1.516718 1.850035 0.1 0.8 -3.1 -0.6789
H 0.598082 3.103882 -1.000979 -0.8 -0.6 1.9 0.2283
H -0.071316 3.493986 0.628069 0.0 -0.3 -2.1 0.2300
H -0.746041 -3.002970 -0.198265 0.3 -0.7 0.2 0.4137
H -0.278231 -3.711239 1.076916 -1.0 -0.5 -1.9 0.3054
O -0.731366 -3.916712 0.196239 0.8 1.2 1.6 -0.6789
H -0.831900 -0.983040 -1.367860 -1.4 0.5 -1.4 0.2657
H 0.562501 -0.533258 -0.810707 -2.6 -1.6 1.7 0.3962
O -0.292985 -1.233892 -0.653788 3.5 1.1 0.1 -0.7540
```
Positions in Å, forces in eV/Å.

The charge is -1. The HOMO energy comes out at -4.917 eV. The energy above the lowest of the compared OMol25 structures with the same formula, charge and spin is 130.50 kJ/mol.

***

Calculated total energy, -547.02730 -4216.06913 -3528.95840 -397.48473 Ha (same order as the records).